18
Properties=species:S:1:pos:R:3:nbo_charge:R:1 method="wB97M-V/def2-TZVPD" e_tot_ev=-16213.91520 charge=0 relative_energy_kcal_mol=19.8 homo_energy_ev=-8.999 smiles="C=CC.CCS"
C -0.093 -1.161 -2.259 -0.616
C 0.943 -0.756 -1.223 -0.509
S 2.249 0.342 -1.842 -0.049
H 0.384 -1.838 -2.971 0.203
H -0.545 -0.328 -2.785 0.218
H -0.825 -1.804 -1.764 0.211
H 0.473 -0.107 -0.485 0.219
H 1.354 -1.598 -0.683 0.212
H 2.763 -0.481 -2.766 0.111
C -0.843 1.904 1.444 -0.655
C -1.179 0.529 1.910 -0.169
C -0.321 -0.312 2.461 -0.409
H -1.345 2.705 1.998 0.220
H 0.232 2.070 1.492 0.212
H -1.115 2.020 0.392 0.218
H -2.208 0.224 1.764 0.193
H -0.601 -1.359 2.542 0.197
H 0.678 -0.049 2.775 0.194